1.
# C19H23N6S3Ti

A molecular structure, C19H23N6S3Ti (ωB97M-V/def2-TZVPD, OMol25).

Each line ends with the Löwdin charge.
Cartesian coordinates (Å):
1 Ti -0.439 -0.610 -0.790  1.0242
2 C 1.070 1.373 0.878  -0.1094
3 C 1.605 -0.023 1.154  -0.1192
4 N 0.478 -1.011 1.078  -0.1121
5 C 0.944 -2.427 1.165  -0.0611
6 C 1.492 -2.802 -0.183  -0.2180
7 C 2.420 -3.788 -0.424  0.0582
8 C 2.843 -3.994 -1.735  0.0580
9 C 2.353 -3.197 -2.765  0.0582
10 C 1.425 -2.228 -2.459  -0.2250
11 C 0.793 -1.287 -3.449  -0.0872
12 N 0.332 -0.065 -2.715  -0.1282
13 C 1.435 0.917 -2.477  -0.1321
14 C 0.895 2.014 -1.585  -0.1164
15 N 0.240 1.411 -0.379  -0.1011
16 N 1.003 -2.049 -1.190  -0.0050
17 H 1.885 2.092 0.807  0.1490
18 H 0.419 1.687 1.693  0.1038
19 H 2.065 -0.064 2.142  0.1562
20 H 2.360 -0.324 0.426  0.1325
21 H -0.170 -0.807 1.842  0.1345
22 H 0.092 -3.059 1.422  0.1571
23 H 1.691 -2.536 1.953  0.1559
24 H 2.818 -4.382 0.389  0.1493
25 H 3.574 -4.763 -1.950  0.1480
26 H 2.697 -3.328 -3.783  0.1495
27 H -0.078 -1.755 -3.911  0.1379
28 H 1.483 -1.013 -4.248  0.1556
29 H -0.384 0.389 -3.285  0.1608
30 H 1.797 1.320 -3.424  0.1557
31 H 2.262 0.384 -2.004  0.1357
32 H 0.137 2.590 -2.118  0.1470
33 H 1.684 2.706 -1.293  0.1466
34 H -0.566 1.990 -0.145  0.0971
35 S -5.516 1.228 1.626  0.8545
36 C -4.372 0.490 0.796  -1.0460
37 S -4.642 -0.848 -0.383  1.1509
38 C -2.982 -0.940 -0.674  -1.0232
39 N -2.248 -0.059 -0.011  -0.1649
40 N -3.002 0.720 0.824  -0.1415
41 C -2.334 1.596 1.747  -0.2820
42 C -2.149 2.931 1.423  -0.0275
43 C -1.491 3.753 2.334  -0.0284
44 C -1.052 3.241 3.549  -0.0309
45 C -1.273 1.905 3.875  -0.0379
46 C -1.921 1.074 2.971  -0.0263
47 S -2.061 -2.059 -1.656  0.7934
48 H -2.559 3.332 0.503  0.1362
49 H -1.353 4.802 2.107  0.1288
50 H -0.564 3.895 4.260  0.1296
51 H -0.969 1.525 4.841  0.1273
52 H -2.169 0.051 3.233  0.1316

The total charge is +3. For the HOMO-LUMO gap, the calculation gives 5.53 eV. The electronic energy is -3109.499989 hartree. The spin multiplicity is 1. The calculation puts the relative energy (zero: lowest compared OMol25 entry of this formula, charge and spin) at 0.1492 eV. For the HOMO energy, the calculation gives -16.94 eV. The lowest unoccupied orbital energy comes out at -11.41 eV.

2.
# C28H41N7

7 unconnected molecules or ions with the total composition C28H41N7 at a distorted geometry (ωB97M-V/def2-TZVPD, OMol25).

Each line ends with the Mulliken spin population.
Cartesian coordinates (Å):
1 C 22.631 -20.526 -9.628  0.0001
2 C 23.954 -20.510 -8.821  0.0005
3 C 25.079 -21.385 -9.244  -0.0013
4 C 24.769 -22.637 -9.945  -0.0002
5 N 24.614 -23.640 -10.530  -0.0001
6 H 22.622 -19.949 -10.552  0.0000
7 H 21.845 -20.047 -9.044  0.0000
8 H 22.295 -21.537 -9.856  0.0000
9 H 23.735 -20.794 -7.791  0.0004
10 H 24.324 -19.486 -8.870  0.0000
11 H 25.770 -21.514 -8.411  0.0010
12 H 25.686 -20.842 -9.969  -0.0002
13 C 30.041 -21.642 -11.770  -0.0001
14 C 29.821 -23.145 -12.014  -0.0001
15 C 28.395 -23.597 -11.632  -0.0004
16 C 28.090 -23.392 -10.225  0.0006
17 N 27.822 -23.251 -9.096  0.0030
18 H 30.195 -21.384 -10.722  0.0001
19 H 29.281 -20.973 -12.174  0.0000
20 H 30.934 -21.304 -12.296  0.0000
21 H 30.650 -23.644 -11.513  0.0000
22 H 29.922 -23.303 -13.088  0.0000
23 H 28.297 -24.669 -11.805  0.0003
24 H 27.638 -23.095 -12.235  0.0000
25 C 30.970 -17.391 -8.541  0.0000
26 C 30.256 -18.505 -9.345  0.0000
27 C 28.889 -18.020 -9.958  0.0000
28 C 27.750 -18.176 -9.040  0.0000
29 N 26.851 -18.284 -8.297  0.0000
30 H 31.773 -17.838 -7.956  0.0000
31 H 30.310 -16.943 -7.799  0.0000
32 H 31.261 -16.525 -9.135  0.0000
33 H 30.245 -19.505 -8.912  0.0000
34 H 30.842 -18.667 -10.250  0.0000
35 H 28.550 -18.624 -10.800  0.0000
36 H 29.082 -16.987 -10.245  0.0000
37 N 26.642 -25.840 -5.699  -0.0636
38 C 26.075 -25.273 -6.761  0.3512
39 C 25.476 -24.022 -6.428  0.0757
40 C 25.703 -23.888 -5.098  0.1114
41 C 26.417 -24.993 -4.614  0.3735
42 H 27.232 -26.660 -5.678  0.0016
43 H 26.142 -25.773 -7.716  0.0244
44 H 25.068 -23.311 -7.131  0.1153
45 H 25.316 -23.044 -4.546  0.0097
46 H 26.890 -25.310 -3.696  -0.0023
47 N 25.466 -18.508 -5.688  0.0000
48 C 25.301 -17.356 -5.040  0.0001
49 C 24.501 -17.644 -3.954  0.0000
50 C 24.187 -18.988 -3.966  0.0002
51 C 24.828 -19.540 -5.083  0.0007
52 H 26.079 -18.599 -6.485  0.0001
53 H 25.883 -16.493 -5.330  0.0000
54 H 24.164 -16.921 -3.226  0.0000
55 H 23.592 -19.457 -3.196  0.0000
56 H 24.901 -20.554 -5.447  -0.0015
57 N 19.210 -23.790 -7.422  0.0001
58 C 19.546 -24.165 -6.142  -0.0003
59 C 20.947 -23.936 -5.981  -0.0006
60 C 21.453 -23.467 -7.192  0.0042
61 C 20.362 -23.436 -8.083  0.0007
62 H 18.268 -23.951 -7.748  0.0000
63 H 18.778 -24.593 -5.515  0.0000
64 H 21.568 -23.974 -5.098  0.0002
65 H 22.423 -23.167 -7.559  -0.0038
66 H 20.358 -23.069 -9.098  0.0000
67 N 23.073 -18.941 -13.650  0.0000
68 C 22.718 -18.706 -14.955  0.0000
69 C 23.191 -17.441 -15.253  0.0000
70 C 23.822 -16.953 -14.115  0.0000
71 C 23.685 -17.839 -13.117  0.0000
72 H 22.850 -19.769 -13.116  0.0000
73 H 22.203 -19.531 -15.427  0.0000
74 H 22.966 -16.960 -16.193  0.0000
75 H 24.313 -15.993 -14.057  0.0000
76 H 23.902 -17.788 -12.060  0.0000

The total charge is +1. For the HOMO-LUMO gap (spin up / spin down), the calculation gives 6.66 / 2.78 eV. The electronic energy is -1474.427868 hartree. The spin multiplicity is 2. The calculation puts the relative energy (zero: lowest compared OMol25 entry of this formula, charge and spin) at 0.0000 eV. For the HOMO energy (spin up / spin down), the calculation gives -9.73 / -9.73 eV. The lowest unoccupied orbital energy (spin up / spin down) comes out at -3.07 / -6.95 eV. As for the expectation value of S²: 0.763.